No. 1
Computed, not measured: a cluster of 11 separate species, C39H72N6O5 in total in a non-equilibrium geometry, with wB97M-V/def2-TZVPD.

Each atom is followed by the atoms it is bonded to, with distances in Å.
Element x y z (Å)
1 C 2.6219 -3.0624 0.9967  C2 1.481, H5 1.055, H6 1.107, H7 1.096
2 C 2.7218 -4.1780 1.9663  C1 1.481, C3 1.531, O4 1.210
3 C 2.8082 -3.8016 3.4479  C2 1.531, H8 1.089, H9 1.076, H10 1.056
4 O 2.7501 -5.3445 1.6471  C2 1.210
5 H 2.7405 -2.1328 1.4818  C1 1.055
6 H 1.6270 -3.1157 0.5139  C1 1.107
7 H 3.4219 -3.1187 0.2497  C1 1.096
8 H 2.4804 -4.6653 4.0251  C3 1.089
9 H 2.2583 -2.8855 3.5792  C3 1.076
10 H 3.8314 -3.6788 3.6784  C3 1.056
11 C 0.3537 0.1617 -0.2208  C12 1.452, H15 1.079, H16 1.063, H17 1.136
12 C -0.9639 0.5857 -0.6599  C11 1.452, C13 1.542, O14 1.222
13 C -1.6477 1.5932 0.2863  C12 1.542, H18 1.120, H19 1.080, H20 1.053
14 O -1.4694 0.1085 -1.6652  C12 1.222
15 H 0.9773 1.0427 -0.2219  C11 1.079
16 H 0.7045 -0.5550 -0.9228  C11 1.063
17 H 0.3308 -0.2679 0.8301  C11 1.136
18 H -1.5500 1.1160 1.2944  C13 1.120
19 H -2.6611 1.8793 0.0446  C13 1.080
20 H -1.0172 2.4329 0.3596  C13 1.053
21 C 4.6601 -0.1650 -0.0702  C22 1.477, H25 1.094, H26 1.086, H27 1.097
22 C 4.3374 1.2308 0.2905  C21 1.477, C23 1.525, O24 1.187
23 C 5.3445 1.8681 1.2417  C22 1.525, H28 1.076, H29 1.059, H30 1.119
24 O 3.3873 1.8379 -0.0811  C22 1.187
25 H 3.8503 -0.5616 -0.6892  C21 1.094
26 H 4.8691 -0.7834 0.7979  C21 1.086
27 H 5.6035 -0.1682 -0.6295  C21 1.097
28 H 4.9657 2.8348 1.5231  C23 1.076
29 H 6.2823 1.8955 0.7507  C23 1.059
30 H 5.4496 1.2947 2.1968  C23 1.119
31 C -2.3815 -3.4423 -2.4570  C32 1.512, H35 1.077, H36 1.110, H37 1.090
32 C -1.1101 -4.2192 -2.7123  C31 1.512, C33 1.547, O34 1.235
33 C 0.1089 -3.3394 -3.0794  C32 1.547, H38 1.094, H39 1.081, H40 1.085
34 O -0.9863 -5.4462 -2.7813  C32 1.235
35 H -2.5488 -2.6268 -3.1404  C31 1.077
36 H -2.2692 -2.9237 -1.4826  C31 1.110
37 H -3.2851 -4.0503 -2.4134  C31 1.090
38 H -0.1449 -2.3028 -2.8365  C33 1.094
39 H 0.2924 -3.4134 -4.1418  C33 1.081
40 H 0.9438 -3.6909 -2.4818  C33 1.085
41 C 1.8470 5.2030 -0.0608  C42 1.571, H45 1.064, H46 1.110, H47 1.128
42 C 3.1530 5.4226 0.7843  C41 1.571, C43 1.460, O44 1.218
43 C 4.1551 6.3421 0.2537  C42 1.460, H48 1.135, H49 1.081, H50 1.076
44 O 3.3295 4.7737 1.8000  C42 1.218
45 H 1.2392 6.0752 -0.1020  C41 1.064
46 H 1.3141 4.3142 0.3361  C41 1.110
47 H 2.1889 5.0022 -1.1166  C41 1.128
48 H 5.0613 6.4369 0.9304  C43 1.135
49 H 3.6686 7.3068 0.2849  C43 1.081
50 H 4.4317 6.0826 -0.7531  C43 1.076
51 C -4.2798 3.3882 -5.5983  C52 1.524, H56 1.046, H57 1.065, H58 1.069
52 C -4.1974 1.9862 -5.0057  C51 1.524, C53 1.540, H59 1.114, H60 1.055
53 C -2.9923 1.7677 -4.0724  C52 1.540, C54 1.475, H61 1.096, H62 1.075
54 C -3.0184 2.9137 -3.1437  C53 1.475, N55 1.134
55 N -3.1554 3.7814 -2.4263  C54 1.134
56 H -4.2977 4.0681 -4.8032  C51 1.046
57 H -5.1320 3.6490 -6.1811  C51 1.065
58 H -3.3797 3.6091 -6.1317  C51 1.069
59 H -4.1904 1.1990 -5.7933  C52 1.114
60 H -5.0726 1.7550 -4.4630  C52 1.055
61 H -2.0679 1.8137 -4.6594  C53 1.096
62 H -3.0368 0.8239 -3.5598  C53 1.075
63 C -0.3814 -6.1063 2.6684  C64 1.530, H68 1.104, H69 1.088, H70 1.106
64 C -0.8411 -6.9265 1.4615  C63 1.530, C65 1.506, H71 1.105, H72 1.097
65 C 0.0235 -6.5746 0.2799  C64 1.506, C66 1.423, H73 1.096, H74 1.064
66 C -0.0456 -5.1732 0.0420  C65 1.423, N67 1.154
67 N -0.1796 -4.0339 -0.0814  C66 1.154
68 H -0.5592 -5.0322 2.4846  C63 1.104
69 H 0.7026 -6.1932 2.6904  C63 1.088
70 H -0.8079 -6.4413 3.6323  C63 1.106
71 H -1.9340 -6.7899 1.3750  C64 1.105
72 H -0.7729 -7.9883 1.7282  C64 1.097
73 H -0.3333 -6.9846 -0.6713  C65 1.096
74 H 1.0537 -6.7556 0.4748  C65 1.064
75 C -6.3390 0.6679 -0.0027  C76 1.518, H80 1.126, H81 1.074, H82 1.083
76 C -6.5351 2.0916 0.4855  C75 1.518, C77 1.532, H83 1.086, H84 1.098
77 C -6.0631 3.0912 -0.5753  C76 1.532, C78 1.479, H85 1.063, H86 1.070
78 C -6.8060 2.8872 -1.8380  C77 1.479, N79 1.157
79 N -7.6417 2.7827 -2.6319  C78 1.157
80 H -5.2503 0.3815 -0.0343  C75 1.126
81 H -6.8062 0.5156 -0.9574  C75 1.074
82 H -6.8969 0.0604 0.6998  C75 1.083
83 H -5.9926 2.4099 1.3709  C76 1.086
84 H -7.6034 2.2358 0.6941  C76 1.098
85 H -5.0294 2.9573 -0.7843  C77 1.063
86 H -6.2846 4.0981 -0.2870  C77 1.070
87 C -1.8557 -1.9171 2.0307  C88 1.563, H92 1.077, H93 1.067, H94 1.055
88 C -0.6155 -1.9514 2.9817  C87 1.563, C89 1.552, H95 1.101, H96 1.116
89 C -1.0486 -1.5774 4.4242  C88 1.552, C90 1.530, H97 1.113, H98 1.110
90 C -1.4837 -0.1146 4.5346  C89 1.530, N91 1.186
91 N -1.6682 1.0263 4.7996  C90 1.186
92 H -2.3602 -0.9657 2.0438  C87 1.077
93 H -2.4895 -2.6440 2.4878  C87 1.067
94 H -1.5753 -2.2534 1.0713  C87 1.055
95 H 0.1733 -1.2613 2.6451  C88 1.101
96 H -0.1637 -2.9713 2.9720  C88 1.116
97 H -0.2620 -1.7988 5.1792  C89 1.113
98 H -1.9909 -2.0612 4.7546  C89 1.110
99 C 3.8370 2.8699 4.4925  C100 1.507, H104 1.072, H105 1.103, H106 1.103
100 C 2.4537 2.5214 4.9775  C99 1.507, C101 1.513, H107 1.090, H108 1.066
101 C 1.6028 1.9284 3.8760  C100 1.513, C102 1.508, H109 1.089, H110 1.073
102 C 2.0718 0.5793 3.3914  C101 1.508, N103 1.146
103 N 2.6400 -0.3199 2.9636  C102 1.146
104 H 4.3734 1.9499 4.3724  C99 1.072
105 H 4.2962 3.3860 5.3522  C99 1.103
106 H 3.7249 3.5940 3.6677  C99 1.103
107 H 1.8701 3.3940 5.2698  C100 1.090
108 H 2.3784 1.8840 5.8284  C100 1.066
109 H 1.7321 2.5609 2.9989  C101 1.089
110 H 0.5747 1.7298 4.1122  C101 1.073
111 C 2.3827 -0.2931 -4.6672  C112 1.495, H116 1.108, H117 1.101, H118 1.097
112 C 2.5604 0.7521 -3.6135  C111 1.495, C113 1.533, H119 1.070, H120 1.107
113 C 1.2070 1.3892 -3.2768  C112 1.533, C114 1.462, H121 1.084, H122 1.054
114 C 0.5713 2.0791 -4.3987  C113 1.462, N115 1.154
115 N 0.0874 2.6805 -5.2570  C114 1.154
116 H 1.8373 0.1796 -5.5081  C111 1.108
117 H 1.8004 -1.2087 -4.4790  C111 1.101
118 H 3.3016 -0.6600 -5.1418  C111 1.097
119 H 3.2545 1.4704 -3.9959  C112 1.070
120 H 3.0120 0.3994 -2.6667  C112 1.107
121 H 1.2878 2.1597 -2.5183  C113 1.084
122 H 0.5504 0.6279 -2.9616  C113 1.054

Results
Energy relative to the best compared isomer or geometry (same formula, charge and spin), kJ/mol: 0.0
Gap between HOMO and LUMO, eV: 9.87
2S+1: 1
HOMO energy, hartree: -0.3479
M, g/mol: 705.04
SMILES: CC(C)=O.CC(C)=O.CC(C)=O.CC(C)=O.CC(C)=O.CCCC#N.CCCC#N.CCCC#N.CCCC#N.CCCC#N.CCCC#N

Atom charges from the Löwdin analysis, given in e for atoms 1 to 99: -0.034, -0.484, -0.005, 0.045, 0.003, 0.052, 0.095, 0.084, 0.037, 0.074, -0.023, -0.489, 0.015, 0.042, 0.073, 0.072, 0.094, 0.081, 0.065, 0.057, -0.029, -0.528, -0.007, 0.074, 0.073, 0.081, 0.098, 0.053, 0.069, 0.094, -0.026, -0.484, -0.035, 0.022, 0.073, 0.075, 0.082, 0.054, 0.078, 0.068, -0.002, -0.483, -0.030, 0.030, 0.061, 0.075, 0.094, 0.115, 0.088, 0.084, -0.090, -0.240, -0.165, -0.242, 0.164, 0.037, 0.069, 0.074, 0.119, 0.077, 0.077, 0.093, -0.103, -0.237, -0.161, -0.203, 0.213, 0.052, 0.055, 0.087, 0.120, 0.113, 0.131, 0.110, -0.104, -0.257, -0.192, -0.234, 0.143, 0.089, 0.059, 0.067, 0.107, 0.115, 0.062, 0.113, -0.082, -0.245, -0.163, -0.195, 0.128, 0.060, 0.066, 0.022, 0.056, 0.090, 0.122, 0.117, -0.089

No. 2
Computed, not measured: a cluster of 10 separate species, C39H74O13 in total in a non-equilibrium geometry, with wB97M-V/def2-TZVPD.

Each atom is followed by the atoms it is bonded to, with distances in Å.
Element x y z (Å)
1 O -4.8045 2.0929 -0.3475  C2 1.364, H9 0.943
2 C -4.0977 1.8703 0.7980  O1 1.364, C3 1.370, C8 1.402
3 C -2.7321 1.9568 0.8557  C2 1.370, C4 1.392, H10 1.094
4 C -2.0800 1.7759 2.0719  C3 1.392, C5 1.392, H11 1.085
5 C -2.8675 1.5183 3.1905  C4 1.392, O6 1.345, C7 1.376
6 O -2.3555 1.3342 4.4200  C5 1.345, H12 0.999
7 C -4.2389 1.4301 3.1152  C5 1.376, C8 1.351, H13 1.060
8 C -4.8688 1.5636 1.9277  C2 1.402, C7 1.351, H14 1.063
9 H -4.3327 2.0923 -1.1640  O1 0.943
10 H -2.1187 2.2181 -0.0114  C3 1.094
11 H -1.0026 1.8987 2.0504  C4 1.085
12 H -1.3820 1.1106 4.4120  O6 0.999
13 H -4.7520 1.2270 4.0208  C7 1.060
14 H -5.9012 1.4000 1.7324  C8 1.063
15 O 2.3011 -5.3712 4.5901  C16 1.383, H23 0.962
16 C 1.2623 -5.5083 3.6872  O15 1.383, C17 1.404, C22 1.422
17 C 0.4072 -6.6207 3.6313  C16 1.404, C18 1.372, H24 1.084
18 C -0.6041 -6.6632 2.7052  C17 1.372, C19 1.356, H25 1.091
19 C -0.7555 -5.6637 1.8016  C18 1.356, O20 1.431, C21 1.380
20 O -1.6775 -5.7888 0.7145  C19 1.431, H26 0.952
21 C -0.0072 -4.5070 1.8731  C19 1.380, C22 1.336, H27 1.111
22 C 0.9766 -4.4557 2.7751  C16 1.422, C21 1.336, H28 1.083
23 H 2.3337 -6.1223 5.1898  O15 0.962
24 H 0.5971 -7.4879 4.2537  C17 1.084
25 H -1.1502 -7.6034 2.6177  C18 1.091
26 H -2.0249 -6.6733 0.7781  O20 0.952
27 H -0.1882 -3.6640 1.1721  C21 1.111
28 H 1.6109 -3.5799 2.8372  C22 1.083
29 O 1.9214 1.9289 0.3473  C30 1.381, H37 0.991
30 C 1.3241 0.9015 -0.3556  O29 1.381, C31 1.421, C36 1.350
31 C 1.8402 -0.4154 -0.2228  C30 1.421, C32 1.398, H38 1.111
32 C 1.2038 -1.4648 -0.8918  C31 1.398, C33 1.370, H39 1.108
33 C 0.0575 -1.2550 -1.6116  C32 1.370, O34 1.362, C35 1.398
34 O -0.6397 -2.2909 -2.1549  C33 1.362, H40 0.953
35 C -0.3885 0.0576 -1.7934  C33 1.398, C36 1.380, H41 1.107
36 C 0.2585 1.0989 -1.1607  C30 1.350, C35 1.380, H42 1.061
37 H 1.2510 2.6475 0.4769  O29 0.991
38 H 2.6915 -0.5777 0.4716  C31 1.111
39 H 1.6050 -2.4945 -0.8092  C32 1.108
40 H -0.3541 -3.1264 -1.7973  O34 0.953
41 H -1.2317 0.3632 -2.4430  C35 1.107
42 H -0.1346 2.0628 -1.3660  C36 1.061
43 C -2.5209 1.5700 -5.3119  C44 1.504, H47 1.096, H48 1.082, H49 1.090
44 C -3.6755 1.6421 -4.3510  C43 1.504, C45 1.549, O46 1.431, H50 1.121
45 C -3.9774 0.2508 -3.7414  C44 1.549, H51 1.088, H52 1.107, H53 1.073
46 O -3.3653 2.5995 -3.3330  C44 1.431, H54 0.958
47 H -1.5708 1.3234 -4.8240  C43 1.096
48 H -2.4331 2.5214 -5.8192  C43 1.082
49 H -2.6630 0.7951 -6.0654  C43 1.090
50 H -4.5865 2.0155 -4.8860  C44 1.121
51 H -4.8222 0.3565 -3.0634  C45 1.088
52 H -3.1235 -0.1412 -3.1558  C45 1.107
53 H -4.2858 -0.4119 -4.5273  C45 1.073
54 H -2.9287 3.3263 -3.7799  O46 0.958
55 C 5.6790 0.8778 -1.1259  C56 1.486, H59 1.105, H60 1.098, H61 1.089
56 C 5.6797 1.8007 0.0390  C55 1.486, C57 1.489, O58 1.465, H62 1.113
57 C 5.2288 3.1863 -0.2657  C56 1.489, H63 1.068, H64 1.054, H65 1.122
58 O 4.7865 1.2501 1.0617  C56 1.465, H66 0.983
59 H 6.3885 1.1831 -1.9161  C55 1.105
60 H 4.6671 0.8178 -1.5474  C55 1.098
61 H 5.9973 -0.0718 -0.6971  C55 1.089
62 H 6.7012 1.8268 0.4795  C56 1.113
63 H 5.3308 3.8893 0.5311  C57 1.068
64 H 4.2505 3.2018 -0.6583  C57 1.054
65 H 5.8477 3.6008 -1.1045  C57 1.122
66 H 3.8953 1.5933 0.8284  O58 0.983
67 C 2.1529 6.1854 1.9545  C68 1.503, H71 1.096, H72 1.098, H73 1.100
68 C 1.9259 4.7009 1.9001  C67 1.503, C69 1.546, O70 1.417, H74 1.057
69 C 1.3691 4.1219 3.2216  C68 1.546, H75 1.087, H76 1.085, H77 1.108
70 O 0.9787 4.3603 0.9033  C68 1.417, H78 0.990
71 H 2.8988 6.3982 2.7291  C67 1.096
72 H 1.1913 6.6521 2.2045  C67 1.098
73 H 2.5127 6.4827 0.9587  C67 1.100
74 H 2.8448 4.2180 1.6994  C68 1.057
75 H 2.1095 4.0692 4.0163  C69 1.087
76 H 1.0412 3.1027 3.0473  C69 1.085
77 H 0.5434 4.7893 3.5372  C69 1.108
78 H 1.3164 4.6442 0.0166  O70 0.990
79 C -0.0967 -7.1944 -2.0468  C80 1.522, H83 1.086, H84 1.083, H85 1.100
80 C 0.7271 -5.9810 -1.6409  C79 1.522, C81 1.494, O82 1.454, H86 1.118
81 C 1.9412 -5.6397 -2.4423  C80 1.494, H87 1.077, H88 1.085, H89 1.129
82 O -0.1438 -4.8452 -1.3855  C80 1.454, H90 0.998
83 H -0.6261 -6.9373 -2.9594  C79 1.086
84 H -0.8467 -7.3148 -1.2749  C79 1.083
85 H 0.3989 -8.1463 -2.2892  C79 1.100
86 H 1.1567 -6.2084 -0.6343  C80 1.118
87 H 2.6766 -6.4060 -2.2655  C81 1.077
88 H 2.3414 -4.6653 -2.1802  C81 1.085
89 H 1.7862 -5.6294 -3.5610  C81 1.129
90 H -0.8321 -5.1949 -0.7531  O82 0.998
91 C 0.7668 -0.9741 3.3611  C92 1.485, H95 1.111, H96 1.126, H97 1.085
92 C 1.2051 0.0336 4.3607  C91 1.485, C93 1.497, O94 1.439, H98 1.107
93 C 2.3962 0.8016 3.8789  C92 1.497, H99 1.065, H100 1.067, H101 1.082
94 O 0.1336 0.9593 4.6169  C92 1.439, H102 0.968
95 H 0.4421 -0.5192 2.4006  C91 1.111
96 H -0.0888 -1.5714 3.7840  C91 1.126
97 H 1.6695 -1.5188 3.1063  C91 1.085
98 H 1.3598 -0.4605 5.3393  C92 1.107
99 H 2.6101 1.5979 4.5524  C93 1.065
100 H 2.3121 1.1308 2.8674  C93 1.067
101 H 3.3450 0.2838 3.9193  C93 1.082
102 H 0.2581 1.3577 5.4903  O94 0.968
103 C -3.6137 -1.8903 -0.4577  C104 1.563, H107 1.091, H108 1.097, H109 1.108
104 C -3.8735 -3.1653 -1.3235  C103 1.563, C105 1.497, O106 1.414, H110 1.087
105 C -5.3574 -3.3133 -1.4539  C104 1.497, H111 1.101, H112 1.111, H113 1.108
106 O -3.4050 -2.9415 -2.6387  C104 1.414, H114 0.966
107 H -3.5580 -2.1079 0.6103  C103 1.091
108 H -4.2948 -1.0650 -0.6998  C103 1.097
109 H -2.5840 -1.5662 -0.7074  C103 1.108
110 H -3.4648 -4.0718 -0.8837  C104 1.087
111 H -5.6354 -4.2681 -1.9266  C105 1.101
112 H -5.6957 -2.4269 -2.0326  C105 1.111
113 H -5.7775 -3.2522 -0.4305  C105 1.108
114 H -2.5269 -2.5384 -2.6441  O106 0.966
115 C 0.3627 4.7387 -3.2518  C116 1.514, H119 1.109, H120 1.109, H121 1.081
116 C 1.6013 5.3653 -2.6476  C115 1.514, C117 1.558, O118 1.422, H122 1.085
117 C 1.4440 6.8125 -2.0937  C116 1.558, H123 1.074, H124 1.074, H125 1.104
118 O 2.0550 4.5246 -1.5949  C116 1.422, H126 0.968
119 H 0.5450 3.6984 -3.5903  C115 1.109
120 H -0.0237 5.2759 -4.1412  C115 1.109
121 H -0.4317 4.8367 -2.5248  C115 1.081
122 H 2.3851 5.4061 -3.3962  C116 1.085
123 H 0.5738 6.7604 -1.4665  C117 1.074
124 H 1.3431 7.5999 -2.8167  C117 1.074
125 H 2.3263 6.9660 -1.4480  C117 1.104
126 H 2.3773 3.7207 -2.0271  O118 0.968

Results
Gap between HOMO and LUMO, eV: 7.36
2S+1: 1
HOMO energy, hartree: -0.2536
M, g/mol: 751.01
SMILES: Oc1ccc(O)cc1.Oc1ccc(O)cc1.Oc1ccc(O)cc1.CC(C)O.CC(C)O.CC(C)O.CC(C)O.CC(C)O.CC(C)O.CC(C)O

Atom charges from the Löwdin analysis, given in e for atoms 1 to 99: 0.036, -0.333, -0.025, -0.001, -0.343, 0.013, -0.026, -0.010, 0.050, 0.105, 0.100, 0.039, 0.112, 0.112, 0.045, -0.267, -0.024, -0.044, -0.278, -0.002, -0.023, -0.018, 0.101, 0.115, 0.126, 0.093, 0.140, 0.099, -0.016, -0.314, 0.000, -0.019, -0.317, 0.023, 0.009, -0.048, 0.074, 0.124, 0.122, 0.043, 0.107, 0.101, -0.068, -0.480, -0.036, -0.058, 0.081, 0.073, 0.085, 0.145, 0.076, 0.064, 0.079, 0.073, -0.065, -0.491, -0.064, -0.084, 0.088, 0.083, 0.083, 0.146, 0.075, 0.040, 0.103, 0.042, -0.041, -0.496, -0.028, -0.087, 0.090, 0.091, 0.071, 0.111, 0.077, 0.045, 0.095, 0.062, -0.038, -0.470, -0.052, -0.097, 0.085, 0.058, 0.091, 0.137, 0.076, 0.072, 0.102, 0.064, -0.049, -0.455, -0.048, -0.068, 0.091, 0.114, 0.070, 0.152, 0.070